Entry 1:
An isolated molecule of C18H21ClN2O3S at a distorted geometry. Source: the Open Molecules 2025 dataset; level of theory: ωB97M-V/def2-TZVPD.

Summary:
F_max: 1.015 eV/Å
Molar mass: 380.9 g mol⁻¹
Orbital gap: 9.29 eV
Total charge: 0
SMILES: CS(=O)(=O)N(CCc1ccccc1)CC(=O)NCc1ccccc1Cl

```
46
Properties=species:S:1:pos:R:3:forces:R:3
C -0.743 2.726 -2.308 0.297 -0.091 0.835
S -0.174 2.366 -0.632 -0.367 0.045 -0.946
O 0.468 3.543 -0.114 0.340 0.179 -0.251
O -1.274 1.820 0.108 0.018 -0.166 -0.253
N 1.000 1.224 -0.932 -0.558 0.750 0.198
C 0.529 -0.144 -1.028 -0.256 -0.493 -0.400
C 0.930 -0.773 -2.370 -0.110 0.000 0.311
C 0.385 -2.170 -2.464 0.099 0.045 -0.102
C 1.029 -3.215 -1.814 -0.035 0.014 -0.023
C 0.519 -4.500 -1.871 0.030 -0.070 0.055
C -0.643 -4.756 -2.579 -0.047 -0.079 -0.009
C -1.293 -3.720 -3.226 -0.092 -0.038 -0.025
C -0.783 -2.435 -3.166 0.024 0.017 0.016
C 2.294 1.429 -0.307 0.221 0.141 0.238
C 2.218 1.017 1.166 0.334 0.244 -0.351
O 2.566 -0.085 1.548 0.072 -0.390 0.057
N 1.695 1.965 1.961 -0.080 0.393 0.301
C 1.233 1.648 3.301 0.031 -0.151 0.036
C -0.194 1.165 3.250 0.052 0.137 0.063
C -0.484 -0.191 3.315 -0.014 0.022 0.020
C -1.786 -0.647 3.205 -0.022 -0.093 -0.020
C -2.821 0.255 3.028 -0.018 0.000 -0.002
C -2.554 1.610 2.951 0.037 0.064 0.031
C -1.247 2.053 3.052 -0.127 -0.453 0.182
Cl -0.929 3.742 2.899 0.010 0.385 0.050
H 0.117 3.038 -2.883 0.138 0.038 -0.113
H -1.476 3.521 -2.247 -0.144 0.102 0.100
H -1.189 1.829 -2.713 -0.073 -0.200 -0.088
H 0.928 -0.746 -0.206 -0.103 0.087 0.012
H -0.558 -0.121 -0.928 0.069 -0.262 -0.002
H 2.019 -0.793 -2.438 0.037 0.041 -0.080
H 0.548 -0.158 -3.187 0.039 0.016 -0.017
H 1.936 -3.019 -1.261 0.133 0.026 0.073
H 1.031 -5.304 -1.363 0.046 -0.065 0.042
H -1.040 -5.759 -2.626 -0.028 -0.079 -0.005
H -2.201 -3.913 -3.780 -0.069 -0.017 -0.045
H -1.295 -1.630 -3.675 -0.041 0.096 -0.060
H 3.033 0.812 -0.825 -0.073 0.052 0.103
H 2.545 2.484 -0.411 0.195 -0.105 0.023
H 1.306 2.795 1.529 0.140 -0.052 0.026
H 1.319 2.545 3.918 0.055 -0.150 -0.024
H 1.882 0.861 3.691 -0.101 0.151 0.042
H 0.328 -0.891 3.440 0.107 -0.061 0.020
H -1.990 -1.706 3.252 -0.019 -0.090 0.013
H -3.838 -0.094 2.941 -0.091 -0.023 -0.004
H -3.350 2.321 2.797 -0.053 0.086 -0.024
```
Forces are in eV/Å.



Entry 2:
An isolated molecule of C18H21ClN2O4S at a distorted geometry. Source: the Open Molecules 2025 dataset; level of theory: ωB97M-V/def2-TZVPD.

Summary:
F_max: 1.150 eV/Å
Molar mass: 396.9 g mol⁻¹
Orbital gap: 8.72 eV
Total charge: 0
SMILES: CCOc1ccc(N(CC(=O)Nc2ccc(C)c(Cl)c2)S(C)(=O)=O)cc1

```
47
Properties=species:S:1:pos:R:3:forces:R:3
C -2.458 -6.799 0.722 0.068 0.429 -0.149
C -2.571 -5.307 0.449 -0.249 -0.188 0.221
O -1.504 -4.946 -0.407 0.179 -0.011 -0.111
C -1.383 -3.650 -0.794 0.038 0.240 -0.082
C -2.237 -2.616 -0.433 0.020 -0.404 0.091
C -2.019 -1.329 -0.895 0.188 0.298 -0.225
C -0.952 -1.036 -1.738 -0.060 -0.713 0.180
N -0.758 0.258 -2.253 0.802 0.685 -0.458
C -1.663 1.319 -1.882 -0.286 0.423 0.037
C -1.581 1.710 -0.397 0.105 -0.206 -0.383
O -2.567 2.025 0.231 -0.235 0.097 0.077
N -0.313 1.666 0.073 0.299 -0.036 -0.138
C 0.157 1.945 1.360 0.060 0.105 0.448
C -0.663 2.374 2.397 -0.192 0.008 -0.103
C -0.114 2.631 3.640 0.230 -0.071 -0.097
C 1.242 2.476 3.896 0.071 -0.011 0.017
C 1.828 2.759 5.242 0.014 -0.011 -0.025
C 2.042 2.042 2.840 -0.384 0.042 -0.100
Cl 3.740 1.825 3.089 0.242 -0.041 0.004
C 1.521 1.777 1.588 -0.113 0.027 0.017
S 0.732 0.734 -2.859 -0.075 -0.164 -0.875
C 0.730 0.092 -4.552 0.026 0.241 0.781
O 1.794 0.144 -2.098 -0.095 -0.296 0.008
O 0.712 2.165 -2.941 -0.211 0.118 -0.124
C -0.087 -2.074 -2.087 -0.105 -0.224 0.123
C -0.299 -3.353 -1.621 -0.147 -0.062 0.074
H -3.265 -7.117 1.376 -0.075 -0.053 0.067
H -2.515 -7.352 -0.212 -0.030 -0.088 -0.065
H -1.506 -7.018 1.195 0.069 -0.056 0.071
H -3.533 -5.081 -0.032 0.114 0.050 0.062
H -2.507 -4.743 1.390 -0.028 0.005 -0.132
H -3.079 -2.789 0.218 -0.066 -0.044 0.057
H -2.700 -0.558 -0.574 -0.109 0.119 0.021
H -2.695 1.051 -2.127 0.132 0.002 0.129
H -1.379 2.196 -2.469 -0.259 -0.040 0.131
H 0.414 1.408 -0.583 -0.192 0.068 0.287
H -1.717 2.505 2.226 -0.027 0.005 -0.010
H -0.759 2.965 4.438 -0.061 0.036 0.090
H 2.311 1.867 5.639 0.051 -0.001 0.101
H 2.588 3.536 5.167 0.059 0.038 0.090
H 1.059 3.083 5.937 -0.042 0.023 0.057
H 2.165 1.440 0.789 0.113 -0.040 -0.057
H 0.225 0.831 -5.159 -0.125 0.100 -0.063
H 1.759 -0.024 -4.867 0.179 0.013 0.024
H 0.208 -0.855 -4.579 -0.063 -0.178 0.018
H 0.782 -1.880 -2.691 0.074 -0.140 -0.046
H 0.376 -4.150 -1.888 0.097 -0.095 -0.040
```
Forces are in eV/Å.



Entry 3:
A structure of composition C18H21ClN7ORuS at a distorted geometry. Source: the Open Molecules 2025 dataset; level of theory: ωB97M-V/def2-TZVPD.

Summary:
F_max: 2.291 eV/Å
Multiplicity: 6
Expectation value of S²: 8.786
Molar mass: 520.0 g mol⁻¹
Orbital gap (spin up / spin down): 6.28 / 5.96 eV
Total charge: 0

```
50
Properties=species:S:1:pos:R:3:forces:R:3
Ru -12.994 1.780 5.150 -0.631 -0.362 0.140
N -15.208 -0.023 8.774 0.738 1.344 -0.375
C -14.564 0.375 7.647 -0.169 1.376 0.243
O -14.072 1.517 7.606 -0.219 -1.574 -0.280
C -14.510 -0.607 6.475 0.527 0.857 0.349
C -14.301 0.063 5.126 0.789 -0.026 -0.722
H -15.313 0.638 9.536 0.151 -0.314 -0.311
H -15.612 -0.908 8.830 -0.696 -1.340 0.188
H -15.365 -1.264 6.462 -0.505 -0.153 0.105
H -13.652 -1.229 6.686 0.398 -0.265 0.064
H -15.227 0.352 4.631 -0.006 -0.039 0.137
H -13.742 -0.634 4.446 -0.460 0.612 0.544
S -15.939 4.988 6.346 -0.611 -0.348 -0.501
C -16.811 3.879 5.334 -0.908 1.216 0.892
C -16.074 2.849 4.909 0.529 -0.667 -0.908
C -14.717 2.948 5.325 1.029 0.537 0.713
C -14.510 4.073 6.148 -1.153 -0.948 -0.736
C -13.286 4.349 6.848 0.996 0.237 0.235
C -13.019 5.337 7.814 -1.269 -0.409 -0.390
C -11.744 5.479 8.316 0.873 -0.041 -0.059
C -10.729 4.634 7.869 -1.305 -0.732 -0.729
C -11.104 3.623 6.959 1.554 0.089 0.833
N -12.317 3.503 6.464 -0.025 0.004 0.179
H -17.863 4.019 5.127 0.074 0.224 0.069
H -16.529 2.115 4.226 0.559 0.205 0.497
H -13.870 5.912 8.197 0.485 0.020 -0.204
H -11.494 6.245 9.044 -0.265 -0.067 -0.028
H -9.720 4.668 8.228 0.223 0.122 0.114
H -10.373 2.847 6.687 -0.447 0.502 -0.094
Cl -11.295 0.436 6.018 -0.256 -0.062 -0.150
N -14.324 4.358 0.267 -0.583 -0.375 -0.910
C -13.767 3.045 0.610 1.511 -0.254 -0.464
C -13.946 2.803 2.090 0.179 0.144 0.655
N -13.459 1.519 2.605 -0.282 0.327 0.512
H -13.823 4.734 -0.546 -0.336 -0.142 0.437
H -9.761 3.519 0.559 -0.045 1.077 0.472
H -15.303 4.210 -0.046 0.870 0.370 0.305
H -12.660 3.013 0.388 -0.970 0.298 0.270
H -14.140 2.212 -0.001 -0.368 0.032 0.129
H -14.987 2.895 2.401 -0.064 0.154 -0.125
H -13.366 3.564 2.631 -0.403 0.002 -0.216
H -12.513 1.376 2.315 0.589 -0.300 -0.310
H -14.016 0.737 2.313 -0.220 -0.305 -0.216
N -11.381 2.862 3.877 -0.171 0.256 0.374
C -10.524 2.286 3.333 0.682 -0.473 -0.160
C -9.642 1.559 2.563 0.793 -0.275 -1.048
C -9.718 1.675 1.123 -0.728 1.505 -0.693
N -9.973 2.582 0.284 0.292 -2.219 0.493
C -8.706 0.555 2.977 -0.623 -0.744 0.817
N -8.070 -0.379 3.236 -0.123 0.923 -0.136
```
Forces are in eV/Å.



Entry 4:
A structure of composition C18H21CrN3O7S at a distorted geometry. Source: the Open Molecules 2025 dataset; level of theory: ωB97M-V/def2-TZVPD.

Summary:
F_max: 2.866 eV/Å
Multiplicity: 5
Expectation value of S²: 6.019
Molar mass: 475.4 g mol⁻¹
Orbital gap (spin up / spin down): 6.38 / 6.85 eV
Total charge: 0

```
51
Properties=species:S:1:pos:R:3:forces:R:3
Cr 0.118 -1.123 0.654 -0.459 0.878 2.414
C -0.817 2.340 -0.996 0.008 -0.023 -0.036
O -0.948 0.961 -1.261 -0.076 0.033 -0.151
C -2.233 0.578 -1.686 -0.349 -0.042 0.302
C -3.223 0.471 -0.520 0.306 -0.002 -0.182
O -2.670 -0.412 0.437 -0.084 0.075 -0.456
C -3.001 -0.148 1.781 0.144 0.134 0.600
C -2.256 1.069 2.343 -0.176 -0.176 -0.292
O -0.880 0.900 2.079 -0.297 0.037 -0.072
C -0.079 1.914 2.652 0.070 0.070 0.001
H -0.947 2.930 -1.912 0.042 -0.024 0.014
H 0.187 2.479 -0.604 0.056 0.113 0.014
H -1.538 2.692 -0.256 -0.009 -0.016 0.102
H -2.116 -0.409 -2.137 -0.056 0.031 -0.093
H -2.615 1.278 -2.442 -0.057 -0.092 0.008
H -4.185 0.079 -0.882 0.076 0.107 -0.008
H -3.401 1.462 -0.091 -0.023 -0.033 0.041
H -2.672 -1.039 2.320 -0.150 0.152 0.060
H -4.086 -0.019 1.900 0.077 0.047 0.044
H -2.434 1.131 3.427 -0.030 -0.023 -0.131
H -2.613 2.007 1.881 0.056 -0.085 0.124
H -0.259 1.988 3.731 0.054 -0.013 -0.063
H -0.278 2.885 2.180 -0.049 -0.007 0.036
H 0.954 1.623 2.477 -0.018 0.054 0.104
O 1.721 -0.708 4.224 0.201 0.167 -0.171
C 1.108 -0.990 3.218 -1.040 -0.727 1.589
O 1.384 -0.687 2.014 1.672 0.980 -0.970
C -0.257 -1.790 3.275 1.130 0.682 1.567
O -0.809 -2.048 4.322 -0.194 -0.109 -0.166
O -0.660 -2.047 2.096 -1.821 -1.455 -0.656
N 2.132 -1.150 -2.787 -0.931 -0.403 0.365
C 2.993 -0.242 -2.222 0.033 0.406 0.637
C 4.186 0.306 -2.663 0.166 0.103 -0.013
C 4.836 1.165 -1.795 -0.001 -0.192 -0.313
C 4.319 1.470 -0.536 -0.306 -0.010 0.227
C 3.120 0.937 -0.098 0.175 0.105 0.074
C 2.452 0.073 -0.954 0.600 -0.031 -0.673
N 1.295 -0.639 -0.773 1.060 -0.434 -2.627
C 1.123 -1.371 -1.881 1.761 1.583 0.374
C 0.012 -2.247 -1.906 -1.345 -1.656 -0.888
C -0.444 -3.177 -2.812 -0.083 0.372 0.783
S -1.838 -3.986 -2.192 0.603 0.802 0.353
C -1.728 -3.026 -0.760 0.198 -0.226 -0.550
N -0.732 -2.185 -0.741 -1.015 -1.318 -1.397
H 2.250 -1.608 -3.672 -0.043 -0.027 -0.035
H 4.600 0.063 -3.631 0.042 -0.006 -0.056
H 5.780 1.595 -2.089 0.093 0.057 -0.071
H 4.878 2.125 0.114 0.015 0.058 0.062
H 2.728 1.127 0.887 -0.036 0.005 0.138
H -0.036 -3.458 -3.759 0.151 0.021 -0.301
H -2.422 -3.139 0.047 -0.141 0.058 0.338
```
Forces are in eV/Å.



What did we get for energy above the lowest of the compared OMol25 structures with the same formula, charge and spin? Answer: 12.8, 9.7, 0.0, 14.4 kcal per mole, in the order shown.